No. 1
ORCA calculation (ωB97M-V/def2-TZVPD) on an isolated molecule of C21H25N3O4S.

Summary:
- E (eV) = -45679.3531
- structure (SMILES) = CC(=O)N1c2ccc(S(=O)(=O)N(C)CC(=O)Nc3cccc(C)c3)cc2C[C@H]1C
- total charge = 0
- max |F| (eV Å⁻¹) = 0.85
- energy above the lowest of the compared OMol25 structures with the same formula, charge and spin (kcal per mole) = 20.6

```
54
Properties=species:S:1:pos:R:3:nbo_charge:R:1
C -3.12 -2.87 1.64 -0.7149
C -3.63 -1.89 0.62 0.6991
O -4.80 -1.55 0.57 -0.6022
N -2.73 -1.35 -0.25 -0.4622
C -1.37 -1.55 -0.41 0.2825
C -0.58 -2.64 -0.08 -0.2619
C 0.79 -2.57 -0.31 -0.1638
C 1.34 -1.43 -0.86 -0.3753
C 0.55 -0.37 -1.28 -0.1620
C -0.80 -0.44 -1.06 -0.0450
C -1.87 0.55 -1.39 -0.4336
H -1.82 0.88 -2.42 0.2277
H -1.76 1.44 -0.75 0.2373
C -3.16 -0.22 -1.09 -0.0291
C -3.83 -0.74 -2.36 -0.6152
H -4.70 -1.34 -2.09 0.2317
H -3.14 -1.36 -2.92 0.2046
H -4.16 0.09 -2.97 0.2124
H -3.88 0.37 -0.51 0.2288
H 1.02 0.49 -1.74 0.2532
S 3.12 -1.29 -0.96 2.3074
O 3.44 0.02 -1.45 -0.9566
O 3.68 -2.41 -1.65 -0.9313
N 3.69 -1.33 0.65 -0.6777
C 4.67 -2.35 0.92 -0.4125
H 5.23 -2.53 0.01 0.2430
H 4.20 -3.29 1.24 0.1806
H 5.34 -2.01 1.71 0.2054
C 2.74 -1.15 1.73 -0.3140
H 2.19 -2.07 1.96 0.2081
C 1.71 -0.05 1.51 0.6822
O 0.58 -0.18 1.94 -0.6211
N 2.20 1.04 0.89 -0.6442
C 1.48 2.16 0.43 0.2388
C 2.07 2.95 -0.55 -0.2703
C 1.40 4.05 -1.03 -0.1900
C 0.15 4.39 -0.54 -0.2324
C -0.44 3.61 0.45 0.0086
C 0.23 2.50 0.93 -0.2887
H -0.22 1.88 1.69 0.2492
C -1.79 3.97 0.99 -0.6352
H -1.71 4.84 1.64 0.2246
H -2.22 3.15 1.56 0.2176
H -2.48 4.24 0.18 0.2175
H -0.37 5.25 -0.92 0.2084
H 1.86 4.66 -1.80 0.2158
H 3.04 2.66 -0.95 0.2250
H 3.11 0.93 0.45 0.4330
H 3.32 -0.87 2.63 0.2312
H 1.43 -3.40 -0.06 0.2287
H -0.99 -3.54 0.34 0.2248
H -2.17 -2.53 2.06 0.2361
H -3.86 -2.95 2.43 0.2471
H -2.99 -3.85 1.20 0.2292
```

No. 2
ORCA calculation (ωB97M-V/def2-TZVPD) on an isolated molecule of C21H25N3O5.

Summary:
- E (eV) = -36891.4103
- structure (SMILES) = Cc1cc(C(=O)NC[C@@H]2[C@@H](C)CCCN2C(=O)c2ccc(=O)oc2)ncc1CO
- total charge = 0
- max |F| (eV Å⁻¹) = 0.23
- energy above the lowest of the compared OMol25 structures with the same formula, charge and spin (kcal per mole) = 41.3

```
54
Properties=species:S:1:pos:R:3:nbo_charge:R:1
C 0.10 -1.10 -3.71 -0.6452
C 0.34 -0.50 -2.36 0.0420
C -0.56 -0.69 -1.32 -0.2751
C -0.31 -0.11 -0.08 0.1789
C -1.35 -0.22 1.01 0.6385
O -1.99 0.74 1.40 -0.6170
N -1.55 -1.48 1.46 -0.6061
C -2.58 -1.81 2.43 -0.2170
C -4.00 -1.38 2.04 -0.0532
C -5.08 -2.12 2.84 -0.2178
C -4.84 -2.06 4.34 -0.6105
C -6.44 -1.48 2.50 -0.3968
C -6.69 -1.41 1.00 -0.4090
C -5.52 -0.75 0.27 -0.2088
N -4.28 -1.46 0.60 -0.4462
C -3.86 -2.52 -0.14 0.6871
O -3.30 -3.50 0.34 -0.6401
C -4.02 -2.40 -1.62 -0.2966
C -3.91 -1.17 -2.36 -0.1179
C -3.97 -1.17 -3.70 -0.3442
C -4.15 -2.41 -4.45 0.7269
O -4.22 -2.54 -5.63 -0.5485
O -4.23 -3.57 -3.67 -0.4522
C -4.15 -3.53 -2.33 0.2785
N 0.77 0.61 0.18 -0.4158
C 1.64 0.78 -0.81 0.0572
C 1.48 0.26 -2.09 -0.0904
C 2.50 0.49 -3.17 -0.0762
O 3.58 1.25 -2.65 -0.7155
H 0.89 -1.80 -3.98 0.2254
H -0.85 -1.64 -3.74 0.2230
H 0.07 -0.33 -4.49 0.2241
H -1.45 -1.28 -1.48 0.2120
H -1.06 -2.23 1.03 0.4128
H -2.53 -2.88 2.59 0.2262
H -2.34 -1.31 3.38 0.2115
H -4.07 -0.31 2.27 0.2261
H -5.08 -3.16 2.51 0.2090
H -4.73 -1.03 4.68 0.2063
H -5.68 -2.50 4.88 0.2147
H -3.94 -2.61 4.63 0.2131
H -7.24 -2.04 2.99 0.2138
H -6.46 -0.47 2.92 0.1972
H -6.83 -2.41 0.59 0.2000
H -7.61 -0.85 0.79 0.2170
H -5.69 -0.77 -0.80 0.2147
H -5.40 0.29 0.58 0.2079
H -3.75 -0.24 -1.82 0.2397
H -3.88 -0.28 -4.30 0.2415
H -4.20 -4.51 -1.88 0.2200
H 2.52 1.36 -0.58 0.2143
H 2.85 -0.47 -3.55 0.1719
H 2.02 1.02 -4.00 0.1726
H 4.21 1.41 -3.36 0.4763
```

No. 3
ORCA calculation (ωB97M-V/def2-TZVPD) on a cluster of 2 separate species, C21H25N4O8S2 in total.

Summary:
- E (eV) = -66183.7243
- total charge = +1
- max |F| (eV Å⁻¹) = 3.46
- energy above the lowest of the compared OMol25 structures with the same formula, charge and spin (kcal per mole) = 17.6

```
60
Properties=species:S:1:pos:R:3:nbo_charge:R:1
O 4.68 -0.56 1.93 -0.5435
C 4.93 0.50 1.42 0.6374
O 5.90 0.69 0.47 -0.5123
C 5.74 -0.18 -0.66 -0.0877
C 4.26 -0.33 -1.09 -0.1180
O 4.18 -0.64 -2.50 -0.5014
C 2.92 -0.52 -2.99 0.7780
O 2.65 0.13 -3.97 -0.4726
C 1.84 -1.28 -2.21 -0.0046
C 1.71 -2.66 -2.29 -0.2176
C 0.76 -3.31 -1.55 0.2889
C 0.65 -4.82 -1.61 -0.4532
C 0.84 -5.49 -0.24 -0.5236
S -0.66 -5.36 0.81 0.2689
C -0.16 -4.24 2.08 0.2578
N 0.79 -4.55 2.89 -0.2676
N 0.91 -3.50 3.76 -0.2557
C 0.05 -2.62 3.45 0.2885
O -0.67 -3.03 2.36 -0.4400
N -0.03 -2.61 -0.74 -0.4429
C 0.06 -1.28 -0.66 0.0797
C 0.98 -0.57 -1.38 -0.0159
C 0.99 0.95 -1.21 -0.4403
C -0.28 1.55 -1.91 -0.4100
C -1.25 2.28 -0.94 -0.6613
S -2.60 1.29 -0.28 2.3349
O -3.78 2.10 -0.27 -0.9076
O -2.23 0.91 1.07 -0.9634
O -2.90 0.00 -1.17 -0.8746
H 4.34 1.39 1.70 0.1347
H 6.05 -1.18 -0.32 0.1975
H 6.40 0.10 -1.48 0.2314
H 3.72 0.61 -0.94 0.1801
H 3.85 -1.13 -0.46 0.2001
H 2.37 -3.22 -2.95 0.2604
H 1.47 -5.17 -2.25 0.2477
H -0.31 -5.07 -2.08 0.2533
H 1.02 -6.55 -0.41 0.2608
H 1.70 -5.12 0.32 0.2590
H -0.16 -1.67 3.92 0.2300
H -0.73 -3.06 -0.16 0.4573
H -0.60 -0.75 0.03 0.2503
H 1.87 1.37 -1.70 0.2381
H 1.07 1.22 -0.15 0.2390
H -0.82 0.80 -2.50 0.2339
H 0.09 2.31 -2.61 0.2495
H -0.70 2.73 -0.11 0.2703
H -1.73 3.09 -1.49 0.2781
H -2.92 -0.79 -0.61 0.5156
N -5.87 5.94 0.77 -0.4145
C -5.89 6.43 2.00 0.0336
C -5.25 5.84 3.08 -0.2611
C -4.56 4.66 2.87 -0.1725
C -4.53 4.12 1.59 -0.2736
C -5.20 4.80 0.58 0.0293
H -6.44 7.36 2.12 0.1952
H -5.30 6.29 4.06 0.2209
H -4.05 4.16 3.68 0.2111
H -4.00 3.21 1.38 0.2313
H -5.20 4.42 -0.44 0.1928
```

No. 4
ORCA calculation (ωB97M-V/def2-TZVPD) on an isolated molecule of C21H25N5O4S2.

Summary:
- E (eV) = -59496.0926
- structure (SMILES) = C=CCn1c(SCC(=O)c2c(N)n(CCC)c(=O)n(C)c2=O)nc2sc(CC)cc2c1=O
- total charge = 0
- max |F| (eV Å⁻¹) = 0.83
- energy above the lowest of the compared OMol25 structures with the same formula, charge and spin (kcal per mole) = 1.3

```
57
Properties=species:S:1:pos:R:3:nbo_charge:R:1
C 6.65 0.15 -0.55 -0.3702
C 5.69 -0.73 -0.34 -0.1940
C 4.60 -0.55 0.68 -0.2794
N 3.29 -0.70 0.08 -0.4264
C 2.75 0.29 -0.66 0.3446
N 1.60 0.23 -1.26 -0.5292
C 0.87 -0.87 -1.03 0.0459
C 1.26 -1.92 -0.21 -0.2344
C 0.25 -2.90 -0.07 -0.2262
C -0.88 -2.61 -0.76 -0.1461
S -0.73 -1.11 -1.65 0.3906
C -2.17 -3.36 -0.77 -0.4378
C -2.78 -3.45 -2.17 -0.5979
H -3.72 -4.01 -2.13 0.2149
H -2.99 -2.46 -2.55 0.1997
H -2.10 -3.95 -2.85 0.2125
H -1.98 -4.36 -0.38 0.2224
H -2.87 -2.87 -0.09 0.2226
H 0.37 -3.78 0.54 0.2412
C 2.57 -1.88 0.39 0.6601
O 3.06 -2.73 1.10 -0.6165
S 3.65 1.79 -0.87 0.2649
C 2.50 3.04 -0.17 -0.5979
C 1.06 2.90 -0.58 0.5860
O 0.66 3.59 -1.52 -0.6181
C 0.18 2.02 0.18 -0.3968
C -1.16 1.87 -0.24 0.5333
N -1.64 2.61 -1.23 -0.7746
H -2.54 2.43 -1.63 0.3999
H -0.93 3.19 -1.69 0.4577
N -1.97 0.97 0.38 -0.4382
C -1.55 0.14 1.42 0.8219
O -2.28 -0.68 1.91 -0.6292
N -0.26 0.34 1.84 -0.4681
C 0.67 1.21 1.26 0.6898
O 1.80 1.20 1.71 -0.6480
C 0.22 -0.48 2.94 -0.4140
H 0.92 -1.23 2.57 0.2167
H -0.63 -0.98 3.39 0.2397
H 0.73 0.15 3.66 0.2217
C -3.35 0.76 -0.07 -0.2342
C -4.29 1.85 0.45 -0.4092
C -5.71 1.61 -0.06 -0.6050
H -6.07 0.64 0.27 0.2089
H -6.38 2.38 0.32 0.2197
H -5.74 1.64 -1.15 0.1997
H -3.95 2.84 0.14 0.2005
H -4.29 1.82 1.54 0.2152
H -3.37 0.69 -1.16 0.1929
H -3.66 -0.20 0.34 0.2600
H 2.88 3.98 -0.58 0.2488
H 2.63 3.00 0.91 0.2634
H 4.68 -1.34 1.44 0.2627
H 4.66 0.43 1.16 0.2312
H 5.63 -1.64 -0.91 0.2050
H 7.42 -0.02 -1.28 0.2022
H 6.71 1.06 0.01 0.1954
```

No. 5
ORCA calculation (ωB97M-V/def2-TZVPD) on an isolated molecule of C21H25NO6S.

Summary:
- E (eV) = -46792.5655
- structure (SMILES) = Cc1ccc(CS(=O)(=O)Cc2ccc(C(=O)N3CCC4(CC3)OCCO4)o2)cc1
- total charge = 0
- max |F| (eV Å⁻¹) = 1.32
- energy above the lowest of the compared OMol25 structures with the same formula, charge and spin (kcal per mole) = 17.2

```
54
Properties=species:S:1:pos:R:3:nbo_charge:R:1
C -4.20 -3.89 1.81 -0.6317
C -3.62 -2.81 0.95 0.0040
C -2.50 -2.10 1.34 -0.2287
C -1.98 -1.09 0.54 -0.1605
C -2.58 -0.78 -0.68 -0.0937
C -3.70 -1.49 -1.07 -0.1604
C -4.22 -2.49 -0.27 -0.2110
H -5.10 -3.03 -0.59 0.2129
H -4.18 -1.25 -2.01 0.2234
C -2.08 0.34 -1.51 -0.6582
H -2.15 0.15 -2.58 0.2606
H -1.08 0.67 -1.25 0.2536
S -3.16 1.80 -1.23 2.1459
O -4.54 1.40 -1.32 -0.9419
O -2.72 2.87 -2.08 -0.9364
C -2.84 2.28 0.54 -0.6869
C -1.58 3.02 0.61 0.2707
C -1.33 4.37 0.64 -0.2731
C 0.07 4.51 0.60 -0.2137
C 0.60 3.25 0.54 0.1538
O -0.42 2.34 0.54 -0.4241
C 2.04 2.95 0.43 0.6298
O 2.79 3.87 0.17 -0.6230
N 2.50 1.69 0.63 -0.4232
C 1.76 0.49 0.93 -0.2188
H 0.74 0.74 1.22 0.2280
C 1.76 -0.44 -0.29 -0.4550
H 1.30 0.05 -1.15 0.2139
H 1.22 -1.36 -0.07 0.2230
C 3.21 -0.79 -0.66 0.5486
C 4.02 0.51 -0.87 -0.4439
C 3.90 1.41 0.36 -0.2340
H 4.40 2.36 0.19 0.2547
H 4.34 0.91 1.23 0.1994
H 3.63 1.01 -1.75 0.2211
H 5.06 0.25 -1.04 0.2174
O 3.25 -1.55 -1.85 -0.5312
C 3.74 -2.84 -1.55 -0.0928
H 2.90 -3.54 -1.42 0.1681
C 4.49 -2.63 -0.24 -0.0935
H 5.53 -2.32 -0.42 0.1672
O 3.76 -1.59 0.37 -0.5443
H 4.48 -3.49 0.43 0.1981
H 4.37 -3.18 -2.37 0.1949
H 2.25 -0.02 1.76 0.2056
H 0.64 5.42 0.61 0.2488
H -2.06 5.15 0.69 0.2343
H -3.69 2.89 0.83 0.2721
H -2.83 1.34 1.08 0.2601
H -1.10 -0.55 0.86 0.2015
H -2.02 -2.33 2.28 0.2091
H -3.61 -4.03 2.71 0.2147
H -4.23 -4.83 1.26 0.2218
H -5.22 -3.64 2.10 0.2231
```

| no. | orbital gap (eV) |
| --- | --- |
| 1 | 8.849 |
| 2 | 9.227 |
| 3 | 6.163 |
| 4 | 8.407 |
| 5 | 9.249 |